(1)
ORCA calculation (ωB97M-V with the def2-TZVPD basis set) on a 17-piece molecular cluster, C65H92N16O5 overall at a distorted geometry.

Its charge is 0. Its total energy is -102970.4628 eV. The calculation puts the LUMO energy at -0.034 hartree. The HOMO energy is -8.18 eV. As for the largest force on an atom: 1.964 eV Å⁻¹.

```
178
Properties=species:S:1:pos:R:3:forces:R:3:lowdin_charge:R:1
C 1.42823 5.67593 0.26520 0.0 0.0 -0.1 -0.063
C 0.54035 4.73095 1.11057 0.5 1.3 -1.3 -0.256
O 0.68404 5.10200 2.46981 0.2 -0.5 0.3 -0.140
C 0.10357 4.15182 3.33589 -0.8 -0.1 -0.6 -0.152
C 0.77227 2.78953 3.37588 -0.5 -0.6 0.3 -0.059
C 2.08125 2.52955 3.43990 0.6 0.4 0.4 -0.080
C 3.13794 3.61523 3.49965 -0.1 -0.5 -0.4 -0.154
C 3.73884 3.93967 2.09605 0.0 0.2 1.1 -0.054
C 2.60478 1.10999 3.49875 -0.2 0.6 -0.2 -0.254
O 3.75738 0.89580 3.18724 -0.2 -0.3 0.3 0.122
C 1.66477 0.05086 3.98661 0.8 1.2 -0.6 -0.077
C 2.18305 -1.12230 4.45043 0.2 -0.6 0.2 0.047
C 1.32342 -2.11323 4.89963 1.1 -0.1 0.2 -0.190
C 1.89864 -3.43070 5.36384 -0.3 -0.1 -0.5 -0.114
C 3.03188 -3.95644 4.45859 -0.1 -0.4 0.0 -0.206
O 2.85465 -3.56692 3.10598 0.2 -0.2 0.1 -0.162
C 4.06541 -3.12628 2.50162 -0.3 0.7 -0.4 -0.175
C 3.74823 -2.97105 1.01460 0.1 -1.1 0.6 -0.166
O 4.91565 -2.62864 0.27584 -0.4 0.5 0.4 -0.033
C 4.64085 -1.69329 -0.69202 0.2 0.3 -0.4 -0.296
C 5.43831 -0.58535 -0.85970 1.1 0.0 0.8 0.001
C 5.13303 0.36565 -1.79889 0.0 0.8 -0.4 -0.034
C 4.02290 0.27348 -2.62310 -0.3 0.1 -0.2 -0.177
C 3.70602 1.39807 -3.62304 1.1 0.0 -0.1 -0.450
C 3.47448 2.71762 -2.84113 0.7 -0.1 -0.2 -0.030
C 5.01203 1.63157 -4.45261 -1.0 0.7 -0.5 -0.050
C 2.60333 1.02718 -4.65008 -0.1 -0.1 1.0 -0.122
C 1.14886 1.41676 -4.29347 -1.0 -0.6 -0.9 -0.529
C 0.25089 0.55166 -5.23322 0.7 0.5 -0.2 -0.091
C 0.79791 2.90740 -4.65917 1.0 -0.9 1.0 -0.042
C 0.70702 1.03663 -2.84757 -0.3 0.6 -0.6 -0.048
C 3.25320 -0.86925 -2.46944 -0.4 0.7 -0.8 -0.028
C 3.56077 -1.81527 -1.53249 -0.7 -1.4 0.5 -0.020
C -0.02096 -1.84459 4.89658 -0.8 -1.3 0.6 -0.050
C -0.54325 -0.65964 4.42968 -0.9 0.2 -0.1 -0.008
C 0.30176 0.30728 3.94295 0.4 0.7 -0.2 -0.082
C -0.17012 1.61416 3.36437 -0.3 -0.4 0.2 -0.260
O -1.30608 1.68301 2.93401 0.1 0.3 0.1 0.094
H 0.82767 6.35425 -0.34353 0.1 -0.1 0.1 0.042
H 2.09104 6.28716 0.88281 -0.2 -0.2 0.1 0.076
H 2.06696 5.12195 -0.43019 -0.1 0.0 0.1 0.065
H -0.48576 4.91420 0.73961 0.1 -0.6 0.6 0.103
H 0.87464 3.71088 0.88559 -0.4 -0.1 0.5 0.111
H 0.00116 4.59808 4.33122 0.4 -0.1 -0.1 0.144
H -0.92868 3.97342 2.98921 0.2 -0.1 0.2 0.106
H 2.68677 4.49686 3.95760 0.1 0.0 -0.2 0.110
H 3.94584 3.25449 4.14338 -0.1 0.1 0.0 0.113
H 4.69134 3.41635 2.00567 -0.2 -0.1 -0.3 0.074
H 3.03604 3.66394 1.31296 0.3 0.1 -0.1 0.058
H 3.93273 5.01443 2.07377 0.0 -0.1 -0.3 0.075
H 3.25311 -1.29350 4.44562 -0.1 0.2 0.0 0.124
H 1.09574 -4.17515 5.36582 0.1 0.1 0.2 0.084
H 2.26810 -3.36580 6.39099 -0.2 0.1 -0.1 0.101
H 4.03039 -3.65640 4.80611 -0.2 0.1 0.0 0.119
H 2.99324 -5.05684 4.49687 0.2 0.2 0.1 0.123
H 4.89707 -3.81579 2.68934 -0.1 0.0 -0.1 0.134
H 4.29116 -2.12336 2.89362 0.4 -0.2 0.0 0.117
H 3.38465 -3.94749 0.66544 -0.2 0.2 -0.1 0.134
H 2.95054 -2.22798 0.93777 0.1 0.0 -0.2 0.136
H 6.32290 -0.45387 -0.24229 -0.1 -0.1 0.0 0.122
H 5.75326 1.25018 -1.89733 0.1 -0.2 0.2 0.108
H 2.80697 2.62513 -1.98375 -0.2 0.1 -0.3 0.076
H 3.18786 3.52295 -3.52250 -0.3 -0.1 0.2 0.084
H 4.44739 3.02246 -2.43308 -0.2 0.0 0.1 0.077
H 5.31109 0.74404 -5.01618 0.2 0.0 0.3 0.093
H 4.74162 2.38829 -5.20590 0.2 -0.1 0.1 0.083
H 5.81357 2.07891 -3.86314 0.1 -0.4 0.0 0.071
H 2.87551 1.43818 -5.62862 -0.2 0.1 0.1 0.117
H 2.63177 -0.06475 -4.75822 0.1 0.2 -0.2 0.108
H -0.79528 0.82778 -5.07585 0.0 -0.4 0.0 0.075
H 0.51304 0.78163 -6.27709 -0.2 0.0 0.1 0.084
H 0.43681 -0.51703 -5.09005 -0.3 0.1 0.1 0.070
H 1.66691 3.32558 -5.17416 -0.4 0.3 -0.2 0.073
H 0.65306 3.44687 -3.71942 0.0 0.3 -0.3 0.063
H -0.10324 2.94227 -5.27148 0.1 0.2 0.0 0.071
H -0.03336 1.78497 -2.53300 0.2 -0.2 0.2 0.081
H 0.17016 0.08727 -2.89086 0.3 0.0 0.3 0.034
H 1.51781 1.00738 -2.12256 -0.2 0.0 0.0 0.057
H 2.37557 -0.97603 -3.09624 0.0 -0.3 0.2 0.101
H 2.92656 -2.69049 -1.40979 -0.1 0.1 -0.2 0.103
H -0.67829 -2.64122 5.27491 0.1 0.5 -0.1 0.097
H -1.61720 -0.50064 4.45095 0.1 0.1 -0.1 0.124
C -2.68984 -1.32737 -0.82570 0.0 0.0 -0.1 -0.060
C -2.11347 -1.42062 -2.16704 0.1 -0.1 -0.3 -0.252
N -1.65729 -1.49736 -3.22264 -0.4 0.0 0.5 0.166
H -3.21078 -0.37804 -0.71387 0.0 0.0 0.0 0.082
H -3.39348 -2.14335 -0.67049 0.0 0.0 0.0 0.080
H -1.89865 -1.39249 -0.08152 0.0 0.0 0.0 0.067
C -4.31735 -2.86930 -5.38177 -0.1 0.1 0.0 -0.072
C -5.08452 -3.39255 -4.25202 -0.1 -0.2 0.3 -0.292
N -5.66953 -3.81694 -3.35397 0.3 0.2 -0.4 0.115
H -4.97885 -2.37694 -6.09263 0.0 0.0 0.0 0.081
H -3.58262 -2.15087 -5.01914 0.0 0.0 0.0 0.055
H -3.79816 -3.68353 -5.88346 0.0 0.0 0.1 0.051
C -4.03521 4.67807 2.76269 0.1 0.1 -0.1 -0.054
C -3.41836 5.56725 1.77660 0.2 0.2 -0.2 -0.241
N -2.93198 6.26774 1.00222 -0.2 -0.4 0.4 0.150
H -3.76986 3.64467 2.54368 0.0 0.0 0.0 0.080
H -3.68181 4.93258 3.76005 0.0 0.0 0.0 0.086
H -5.11768 4.78517 2.72899 0.0 0.0 0.0 0.085
C -0.93470 -6.46604 5.21952 -0.2 0.3 0.2 -0.061
C -1.68002 -5.35511 5.84381 0.2 -0.4 0.0 -0.255
N -2.26609 -4.50709 6.35170 0.1 -0.2 -0.3 0.166
H 0.02019 -6.60218 5.72545 -0.1 0.1 0.1 0.041
H -1.51288 -7.38469 5.29551 0.0 0.0 0.0 0.085
H -0.75367 -6.24555 4.16888 0.0 0.0 0.0 0.064
C -1.96977 -5.27837 -2.76901 -0.2 -0.2 -0.3 -0.115
C -2.27132 -5.57613 -4.17105 -0.1 -0.1 -0.3 -0.241
N -2.50780 -5.80662 -5.27537 0.1 0.2 0.6 0.148
H -2.69171 -5.77574 -2.12383 0.0 0.0 0.0 0.077
H -0.97115 -5.62719 -2.52433 0.0 0.1 0.0 0.039
H -2.01853 -4.20550 -2.59969 0.1 -0.1 0.0 0.031
C -1.09156 8.22775 -2.50119 0.3 -0.1 0.0 -0.100
C 0.08919 7.44505 -2.86138 0.3 -0.5 0.1 -0.307
N 0.99510 6.77451 -3.09885 -0.4 0.3 0.1 0.139
H -0.81267 9.01080 -1.79725 0.0 0.0 0.0 0.083
H -1.51910 8.68336 -3.38594 0.0 0.0 0.0 0.017
H -1.83636 7.58108 -2.03900 0.0 0.0 0.0 0.066
C -0.97093 -3.78995 2.46454 -0.1 -0.1 -0.2 -0.050
C -1.18155 -4.10174 1.04870 0.0 -0.2 -0.3 -0.222
N -1.35105 -4.34935 -0.06380 0.1 0.2 0.7 0.182
H -1.77303 -4.21986 3.06418 0.0 0.0 0.0 0.079
H -0.01759 -4.19636 2.80215 0.1 0.1 -0.1 0.077
H -0.96390 -2.71271 2.60966 0.0 0.0 0.0 0.068
C 2.46643 -6.06628 -4.30892 -0.1 0.1 0.1 -0.059
C 1.71129 -5.04861 -3.57523 -0.2 0.3 0.1 -0.253
N 1.11607 -4.24529 -3.00248 0.4 -0.4 -0.2 0.156
H 3.47130 -6.14654 -3.89879 0.0 0.0 0.0 0.082
H 1.96725 -7.02964 -4.22311 0.0 0.0 0.0 0.082
H 2.53064 -5.79068 -5.35959 0.0 0.0 0.0 0.084
C -4.81956 6.45678 -3.69628 0.0 0.1 0.0 -0.053
C -4.20494 7.77287 -3.86469 0.0 0.3 -0.1 -0.261
N -3.72199 8.80989 -3.99547 -0.3 -0.4 0.0 0.140
H -5.33229 6.17005 -4.61228 0.0 0.0 0.0 0.084
H -4.05260 5.71796 -3.46934 0.0 0.0 0.0 0.084
H -5.53781 6.49131 -2.87828 0.0 0.1 0.0 0.076
C -3.67745 9.40416 0.19118 -0.1 0.0 -0.1 -0.080
C -5.00550 8.98446 -0.26099 -0.3 -0.2 -0.1 -0.284
N -6.04964 8.65052 -0.61628 0.5 0.1 0.1 0.120
H -3.77422 10.05434 1.05880 0.0 0.0 0.0 0.081
H -3.08023 8.53287 0.45844 -0.1 0.0 0.0 0.027
H -3.17512 9.95140 -0.60523 0.0 0.0 0.0 0.073
C -2.69869 -1.72412 7.69774 -0.4 0.4 0.2 -0.106
C -3.44991 -0.64443 8.34544 -0.2 0.3 0.1 -0.279
N -4.04025 0.20265 8.85851 0.3 -0.4 -0.2 0.105
H -1.74527 -1.86409 8.19962 -0.3 0.1 -0.2 0.000
H -3.26316 -2.65072 7.74749 0.0 0.0 0.0 0.055
H -2.51718 -1.47759 6.65381 0.0 0.0 0.0 0.058
C -0.98064 11.24696 -5.39144 0.1 -0.1 0.0 -0.067
C 0.11502 10.46798 -4.80888 0.3 -0.2 0.1 -0.266
N 0.97550 9.85607 -4.34679 -0.4 0.5 -0.3 0.152
H -0.62704 11.77781 -6.27327 0.0 0.0 0.0 0.080
H -1.79538 10.58272 -5.67518 0.0 0.0 0.0 0.070
H -1.34782 11.96814 -4.66403 0.0 0.0 0.0 0.082
C 0.36708 -2.14094 11.11541 -0.1 0.0 -0.2 -0.050
C 0.16646 -2.42591 9.69332 0.1 -0.2 -0.3 -0.232
N 0.00357 -2.65344 8.57505 0.6 0.0 0.7 0.155
H -0.43610 -2.58846 11.69759 0.0 0.0 0.0 0.087
H 1.31882 -2.55383 11.44394 0.0 0.0 0.0 0.080
H 0.36898 -1.06500 11.27875 0.0 0.0 0.0 0.087
C 3.95775 -5.37409 8.51669 -0.2 0.0 -0.1 -0.052
C 2.63519 -5.62199 7.93955 -0.4 -0.1 -0.1 -0.256
N 1.59428 -5.81320 7.48586 0.6 0.0 0.2 0.168
H 3.87134 -4.68512 9.35464 0.0 0.0 0.0 0.082
H 4.38845 -6.30991 8.86703 0.0 0.0 0.0 0.085
H 4.61325 -4.93944 7.76387 0.0 0.0 0.0 0.081
C -3.39053 -7.15297 -8.15426 -0.4 0.1 -0.2 -0.093
C -4.25600 -6.57894 -9.18828 -0.1 0.2 -0.3 -0.287
N -4.93869 -6.12569 -9.99951 0.3 -0.2 0.4 0.100
H -3.81604 -8.09288 -7.79098 0.3 0.5 -0.3 0.008
H -2.40171 -7.34769 -8.56559 0.0 0.0 0.0 0.085
H -3.29827 -6.45957 -7.31995 0.0 -0.1 0.0 0.021
C -6.19379 -10.27076 -6.58676 0.2 0.0 0.0 -0.057
C -4.75413 -10.03781 -6.71123 0.4 -0.1 0.1 -0.254
N -3.62175 -9.84678 -6.80835 -0.7 -0.5 0.2 0.140
H -6.62132 -10.46752 -7.56799 0.0 0.0 0.0 0.084
H -6.37366 -11.12732 -5.94019 0.0 0.0 0.0 0.082
H -6.67323 -9.39257 -6.15826 0.0 0.0 0.0 0.086
```
Forces are in eV/Å.



(2)
ORCA calculation (ωB97M-V with the def2-TZVPD basis set) on C4H6CuO3 as an isolated structure at a distorted geometry.

Its charge is 0. Its total energy is -55021.3831 eV. As for the multiplicity: 2. The calculation puts the LUMO energy (alpha / beta) at -0.037 / -0.037 hartree. The HOMO energy (alpha / beta) is -8.00 / -8.63 eV. As for the largest force on an atom: 2.171 eV Å⁻¹.

```
14
Properties=species:S:1:pos:R:3:forces:R:3:lowdin_spin:R:1
H 0.91170 -2.18704 2.42202 0.0 0.0 0.0 0.806
O 0.79160 0.44594 -0.04945 1.1 -0.3 0.7 0.012
C -0.45171 0.26437 -0.37115 0.4 -1.0 0.6 0.000
O -0.95408 -0.81783 -0.67244 -0.2 -0.3 -0.6 0.003
Cu 0.62571 -2.37181 -0.96150 0.2 1.5 1.6 0.021
O -1.14193 1.38478 -0.27953 0.1 0.4 0.0 0.000
C -2.54602 1.31864 -0.51981 -0.3 -0.2 -0.2 0.000
H -2.74011 0.99227 -1.54860 0.0 0.1 0.3 0.000
H -3.02303 0.62465 0.18281 0.1 0.2 -0.2 0.000
H -2.92154 2.33412 -0.36552 0.1 -0.3 0.0 0.000
C 1.60507 -0.78787 0.47502 -0.4 -0.1 -2.0 0.115
C 2.89720 -0.45415 0.60418 -0.2 -0.1 -0.9 0.040
H 3.32396 0.49116 0.24379 -0.3 -0.1 0.6 0.001
H 3.62318 -1.23723 0.84017 -0.4 0.2 0.2 0.001
```
Forces are in eV/Å.



(3)
ORCA calculation (ωB97M-V with the def2-TZVPD basis set) on C3H2BrIN2 as an isolated structure at a distorted geometry.

Its charge is 0. Its total energy is -84261.2420 eV. The calculation puts the LUMO energy at -0.017 hartree. The HOMO energy is -8.77 eV. As for the largest force on an atom: 5.138 eV Å⁻¹.

```
9
Properties=species:S:1:pos:R:3:forces:R:3:lowdin_charge:R:1
C 0.02222 -1.66588 -0.51011 -1.5 -1.8 -4.0 -0.011
C -0.11059 1.91154 -0.30410 -0.2 0.9 -1.3 -1.283
C 0.22634 0.86684 0.34866 0.4 -1.5 1.1 -0.342
N 0.43105 -0.06358 1.13581 0.2 1.1 0.2 0.082
N 0.33420 -1.37918 0.65169 0.3 -2.0 4.7 -0.174
Br 1.05714 2.90572 -1.38664 0.5 0.0 0.1 0.643
I -2.08723 2.25079 -0.75025 -0.7 0.0 0.3 0.848
H -0.24847 -2.78015 -0.71669 0.9 1.7 0.9 0.050
H 0.37534 -2.04611 1.53163 0.0 1.6 -2.1 0.187
```
Forces are in eV/Å.